Record 1
Below is a 6-piece molecular cluster, C4H18N2O7 overall in a non-equilibrium geometry, with properties calculated with wB97M-V/def2-TZVPD.

Structure (XYZ):
```
31
Properties=species:S:1:pos:R:3:forces:R:3
N -0.564 -0.626 1.209 0.0 -0.1 -1.0
C -0.131 -1.441 0.160 1.5 -0.7 -1.4
O -0.844 -1.908 -0.722 -0.2 0.8 0.8
N 1.270 -1.722 0.089 -0.5 -1.0 -1.6
C 2.201 -1.305 1.073 1.1 -1.3 1.8
C 2.864 0.093 0.902 1.8 -1.7 2.3
C 3.620 0.274 -0.378 -2.2 1.8 1.4
O 3.932 -0.631 -1.063 1.2 -1.2 -1.6
H 0.199 -0.357 1.815 -0.3 0.4 0.0
H -1.178 0.172 0.883 1.2 -1.0 0.4
H 1.722 -2.329 -0.725 -2.2 1.9 2.4
H 2.848 -2.233 1.278 0.4 1.8 -1.2
H 1.863 -1.406 2.125 -1.0 0.8 -0.4
H 3.635 0.071 1.787 -1.1 0.6 -1.5
H 2.231 0.969 1.048 -0.3 -0.3 0.1
H 3.593 1.372 -0.635 0.9 -0.5 -0.5
O -2.156 1.931 2.261 0.7 -3.9 2.7
H -2.249 2.591 1.663 -0.3 3.6 -2.3
H -2.239 2.147 3.187 -0.1 0.8 0.0
O -1.187 1.625 -0.514 -3.5 2.0 0.9
H -2.261 1.806 -0.720 3.9 -1.4 -0.2
H -0.876 1.000 -1.146 -0.3 -0.6 -0.8
O -3.487 -0.047 1.221 -0.3 0.2 0.2
H -3.109 0.675 1.822 0.1 -1.7 -1.1
H -2.888 -0.800 1.028 -0.3 1.0 0.7
O 0.874 1.095 -3.086 2.6 1.7 -2.3
H 1.748 0.852 -2.764 -0.4 -0.2 0.2
H 0.219 0.738 -2.571 -2.0 -1.6 1.9
O -3.661 1.010 -1.284 0.1 -1.7 -3.2
H -3.737 0.704 -0.394 -0.4 -0.9 1.8
H -3.551 0.126 -1.815 -0.2 2.6 1.5
```
Positions in Å, forces in eV/Å.

Values from the calculation:
LUMO: 0.0060 Ha
SMILES: NC(=O)NCCC=O.O.O.O.O.O
E: -21751.32441 eV
strongest force on any atom: 0.09398 Eh/bohr
spin multiplicity: 1


Record 2
Below is C13H23CdFNP as an isolated structure in a non-equilibrium geometry, with properties calculated with wB97M-V/def2-TZVPD.

Structure (XYZ):
```
40
Properties=species:S:1:pos:R:3:forces:R:3
C 0.045 -3.074 -2.175 -0.3 -0.1 0.0
C 0.496 -3.224 -0.869 0.3 0.2 0.2
C 0.324 -2.200 0.080 0.0 -0.8 -1.4
C -0.395 -1.077 -0.291 -0.1 0.9 1.1
C -0.931 -0.938 -1.560 0.2 -1.4 -0.8
C -0.697 -1.945 -2.520 0.1 0.4 0.2
C 0.977 -2.442 1.417 0.3 -0.5 0.5
C 1.432 -1.282 2.322 0.1 0.0 0.5
N 1.517 0.039 1.676 0.8 0.5 0.4
Cd -0.636 0.537 1.242 -1.5 -0.7 -1.1
C -1.785 0.236 -1.954 -0.3 0.6 0.3
P -1.471 1.746 -0.942 0.4 0.0 -0.3
H 1.039 -4.121 -0.571 0.0 0.0 -0.2
H -1.087 -1.818 -3.531 0.1 -0.1 0.1
H 0.261 -3.845 -2.920 -0.2 0.2 0.2
H -2.858 0.036 -1.805 0.3 -0.2 -0.1
H -1.631 0.513 -3.004 -0.1 -0.1 0.1
H 0.297 -3.064 2.031 0.3 0.2 -0.2
H 1.887 -3.044 1.247 -0.5 0.0 0.0
H 0.726 -1.195 3.166 0.3 0.2 -0.3
C -2.877 2.790 -1.471 0.1 0.0 0.2
C -0.078 2.498 -1.882 -0.2 0.4 0.1
H 2.416 -1.543 2.764 -0.3 0.1 -0.1
C 2.340 0.046 0.427 -0.3 0.2 -0.1
C 1.954 1.099 2.623 0.1 0.0 -0.3
H -1.936 1.538 3.437 0.4 0.6 0.1
H 3.220 0.690 0.564 -0.1 -0.4 0.0
H 2.631 -0.975 0.129 -0.1 0.5 0.2
H 1.748 0.455 -0.410 0.2 -0.2 0.3
H 3.006 1.366 2.460 -0.1 -0.2 0.3
H 1.386 2.010 2.423 0.1 0.1 0.1
H 1.781 0.805 3.666 0.1 0.0 -0.3
H -0.494 2.940 -2.797 0.4 -0.1 0.0
H 0.353 3.298 -1.258 0.0 -0.2 -0.4
H 0.687 1.750 -2.129 -0.2 0.2 0.1
H -2.850 2.881 -2.564 -0.1 0.1 0.2
H -3.810 2.302 -1.153 0.3 0.3 0.0
H -2.781 3.781 -1.005 -0.2 -0.3 -0.2
H -1.504 2.144 3.636 -0.4 -0.6 -0.1
F -2.702 0.290 1.502 0.0 0.3 0.6
```
Positions in Å, forces in eV/Å.

Values from the calculation:
LUMO: 0.0158 Ha
E: -31912.36356 eV
strongest force on any atom: 0.03855 Eh/bohr
spin multiplicity: 1


Record 3
Below is a 2-piece molecular cluster, C3H4N2O2S overall in a non-equilibrium geometry, with properties calculated with wB97M-V/def2-TZVPD.

Structure (XYZ):
```
12
Properties=species:S:1:pos:R:3:forces:R:3
C -0.703 0.781 1.542 -0.4 -1.2 0.0
C -0.790 0.731 0.230 -0.4 1.1 1.8
N -1.339 0.976 -0.827 -1.5 0.3 -1.9
O -0.875 0.460 -2.036 2.2 -0.6 1.0
H -0.112 1.370 2.228 0.3 0.2 -0.6
H -1.254 -0.036 2.000 0.0 0.0 0.2
H -1.566 0.390 -2.674 -1.3 0.4 -0.1
O 2.185 -0.298 0.856 1.0 1.3 0.1
C 1.512 -0.354 -0.137 -0.4 1.0 -0.3
N 0.956 -1.502 -0.515 -0.9 -3.9 -0.6
S 0.902 -2.867 0.228 -0.1 0.5 -0.3
H 1.084 0.348 -0.896 1.5 0.8 0.8
```
Positions in Å, forces in eV/Å.

Values from the calculation:
LUMO (spin up / spin down): -0.0795 / -0.0746 Ha
SMILES: C=C=NO.O=CN=S
E: -21079.63650 eV
strongest force on any atom: 0.07990 Eh/bohr
spin multiplicity: 1


In order of appearance, ΔE to the lowest compared entry with this formula, charge and spin = 93.2; 0.0; 165.9 kcal per mole.